(1)
67
Properties=species:S:1:pos:R:3 method="wB97M-V/def2-TZVPD" lumo_energy_ev=0.529 charge=0 smiles="COc1cc2cc(CN(CCCN3CCOCC3)C(=O)Nc3ccccc3F)c(=O)[nH]c2cc1OC" total_energy_ha=-1704.479018 orbital_gap_ev=8.2 largest_force_ev_per_a=0.89
C 6.043 2.141 0.991
C -3.844 0.146 -0.529
H 1.844 3.398 -0.884
C 4.685 1.501 1.300
H 6.557 2.411 1.914
H 0.307 2.418 0.714
H -6.139 -2.987 -2.029
C -1.802 1.394 -0.932
F 3.576 -1.574 1.900
H 4.157 2.739 -1.103
C 3.084 -2.568 1.108
C -2.554 0.282 -1.113
H 3.279 -5.903 0.747
H -3.899 3.082 0.973
C -8.184 0.860 1.941
C -6.385 0.010 0.646
H 1.660 -5.374 -1.045
H 6.173 1.595 -1.584
C 6.303 0.765 -0.871
O -6.740 -2.137 -0.234
H 7.005 0.045 -1.294
H -7.585 1.058 2.836
N 4.021 0.980 0.109
H 5.135 -0.763 0.071
H 3.072 1.454 -1.654
C -2.283 2.491 -0.109
C 1.126 1.789 0.353
C -4.336 1.212 0.240
C 2.247 2.717 -0.133
C 3.486 -3.862 1.351
H 5.907 3.050 0.383
O 0.213 -1.053 -1.666
H 4.840 0.652 1.972
O 6.898 1.241 0.317
H 0.973 -3.049 -1.457
C 3.430 1.985 -0.767
H 4.185 -4.056 2.150
N 0.604 0.946 -0.701
H 2.510 -0.230 0.342
C -0.430 1.536 -1.541
H -9.167 0.499 2.240
N 1.853 -0.893 -0.073
O -7.624 -0.167 1.161
C -6.321 -3.251 -0.982
C 0.847 -0.387 -0.865
H -0.404 1.025 -2.506
C -5.605 1.135 0.821
C -5.892 -1.079 -0.129
H -5.418 -3.703 -0.560
H -8.298 1.785 1.367
H 4.039 2.223 1.798
H -5.958 1.969 1.406
O -1.661 3.515 0.144
C 4.955 0.095 -0.582
H 2.575 3.326 0.710
H 4.502 -0.258 -1.511
H -7.141 -3.965 -0.929
C 2.974 -4.884 0.568
H -0.203 2.596 -1.668
C 1.678 -3.278 -0.675
C 2.068 -4.582 -0.434
H 1.472 1.181 1.189
H -4.245 -1.804 -1.290
C -4.644 -0.996 -0.699
C 2.186 -2.229 0.090
N -3.548 2.317 0.408
H -2.161 -0.530 -1.708

***

(2)
64
Properties=species:S:1:pos:R:3 method="wB97M-V/def2-TZVPD" multiplicity=3 lumo_energy_ev="-9.735 / -10.152" charge=+3 total_energy_ha=-1405.132295 relative_energy_kcal_mol=56.7 orbital_gap_ev="7.5 / 7.1" largest_force_ev_per_a=1.56
H 4.384 -0.460 3.030
H 2.546 -1.549 -1.138
C 0.419 2.820 0.948
N -1.887 -1.207 -0.408
N 1.999 0.276 0.799
C 3.897 1.672 0.441
H -2.764 -2.065 -2.158
H 0.695 -2.676 -0.470
C -1.588 3.419 -2.284
H 5.561 1.346 1.765
C -2.153 0.387 4.265
C -0.562 1.726 -0.952
H -2.535 -2.143 2.016
C 2.597 2.513 -2.112
N 0.982 0.660 -1.530
C -1.366 0.465 3.005
H -3.073 0.972 4.166
C 0.560 2.695 -0.563
N -1.522 -0.280 1.971
C 1.779 1.804 -1.043
C 0.743 3.892 1.770
H -0.847 -3.413 -1.785
C -2.736 -1.089 1.798
H 1.936 -2.402 -2.564
H 0.829 -0.326 -3.372
C -0.532 4.372 -2.018
H -1.572 -2.072 0.039
H -1.820 -0.590 -2.420
H -2.416 -0.640 4.507
H -1.595 0.804 5.101
H 0.736 4.594 3.795
Mo -0.116 0.011 0.096
C 3.908 0.049 2.205
N -0.123 1.717 1.465
C 4.554 1.052 1.501
C -0.451 1.618 2.761
H -3.927 -1.603 0.050
C 1.520 -0.256 -2.526
C 1.727 -1.600 -1.854
C 0.492 4.040 -1.227
C -1.871 -1.518 -1.851
H 1.167 4.798 1.359
H 4.387 2.451 -0.124
H 1.978 2.757 -2.974
H -0.396 2.583 4.685
C 0.488 3.779 3.128
C -0.619 -2.373 -2.021
C -3.133 -0.910 0.334
H -0.262 -2.352 -3.048
H -3.454 0.111 0.126
H 1.286 4.750 -1.034
H 3.430 1.895 -2.447
H -2.412 3.750 -2.906
H 2.460 0.112 -2.935
H -0.601 5.349 -2.476
C -0.140 2.640 3.637
H -3.535 -0.757 2.458
H -2.434 1.493 -2.039
C 2.623 -0.302 1.830
C 2.623 1.259 0.105
N 0.478 -1.900 -1.092
H 3.030 3.436 -1.729
H 2.080 -1.073 2.365
C -1.604 2.145 -1.799

***

(3)
66
Properties=species:S:1:pos:R:3 method="wB97M-V/def2-TZVPD" multiplicity=4 lumo_energy_ev="0.005 / -0.161" charge=0 total_energy_ha=-3648.041153 relative_energy_kcal_mol=51.0 orbital_gap_ev="6.7 / 7.5" largest_force_ev_per_a=4.14
C -4.659 1.453 3.658
C -0.162 3.469 0.802
C -4.972 0.892 2.421
H 4.017 3.203 -0.813
H 0.433 -4.577 0.481
C -3.248 1.871 3.958
C 1.654 -2.267 -2.064
H -6.499 0.069 1.168
H -3.356 0.871 -1.225
H -5.432 2.033 5.569
S -2.133 0.410 3.942
C -4.096 2.828 -0.699
H 2.853 0.008 2.831
C -7.271 0.663 3.081
C -0.883 0.879 2.768
H 2.024 -4.668 -0.333
H 3.016 -1.849 -5.635
H 4.172 1.188 2.611
C -3.785 4.069 -0.163
H 4.385 -2.968 -3.916
H 1.018 4.106 -0.859
C -1.830 2.082 -0.353
H 4.954 -0.398 0.534
H 1.777 4.334 0.739
S -0.002 -0.546 2.190
H -2.245 5.277 0.720
C -6.268 0.503 2.133
C -5.667 1.605 4.602
Sb 2.667 1.074 0.355
C 3.399 -2.600 -3.666
H -2.839 2.542 3.205
H -0.106 -1.262 -2.757
C 3.109 0.997 2.461
N 0.193 2.761 1.808
O -0.487 -2.211 -0.507
H 4.225 -0.710 -1.057
O -0.864 1.165 -0.469
H -7.745 1.341 5.059
H -8.285 0.356 2.857
H -5.106 2.624 -1.035
C 0.880 -1.629 -3.018
C 1.367 -1.487 -4.309
H -4.182 0.760 1.692
C 4.021 -0.597 0.008
C -6.969 1.214 4.315
C -1.519 3.334 0.214
H 5.170 1.950 -0.319
H 4.493 3.059 0.890
H 0.511 -4.606 -1.308
C -3.129 1.844 -0.806
C 2.626 -1.970 -4.633
S 1.011 -2.451 -0.396
C 1.008 -4.286 -0.396
C -2.495 4.317 0.283
C 0.842 4.385 0.183
H 0.466 5.411 0.194
H -4.547 4.832 -0.074
H 2.512 1.738 2.987
H 0.763 -0.999 -5.062
C 2.916 -2.754 -2.378
C 4.280 2.502 -0.021
H 3.590 -1.520 0.397
N -0.757 2.108 2.506
H -3.175 2.342 4.936
V -0.215 -0.357 -0.074
H 3.526 -3.239 -1.625